Density functional theory data (ωB97M-V/def2-TZVPD) for C5H6O2 in the gas phase.

Structure (XYZ):
```
13
Properties=species:S:1:pos:R:3:lowdin_charge:R:1
C -0.5470 1.2152 0.1995 -0.052
C 0.7316 0.8791 0.4298 -0.095
C -1.5047 0.1836 -0.2258 -0.291
C 1.1823 -0.4887 0.4635 -0.167
C -0.9470 -1.1329 -0.5307 -0.060
O -1.7381 -0.9840 0.5760 -0.022
O 2.3388 -0.8709 -0.1167 0.025
H -0.8788 2.2403 0.2086 0.100
H 1.4890 1.6509 0.5233 0.110
H -2.4108 0.5364 -0.7146 0.131
H 0.8665 -1.1669 1.2372 0.117
H -1.2033 -1.8537 -1.2900 0.092
H 2.6215 -0.2084 -0.7600 0.110
```

* LUMO energy (spin up / spin down): 0.381 / 0.484 eV
* energy relative to the best compared isomer or geometry (same formula, charge and spin): 110.77 kcal/mol
* highest occupied orbital energy (spin up / spin down): -7.5237 / -7.3081 eV
* max |F|: 3.022 eV Å⁻¹
* charge: 0
* Kohn-Sham gap (spin up / spin down): 0.290 / 0.286 Ha

Density functional theory data (ωB97M-V/def2-TZVPD) for a molecular structure, C27H53Cl2N2O3.

Structure (XYZ):
```
87
Properties=species:S:1:pos:R:3:lowdin_charge:R:1
C 2.3102 -6.7480 -2.5810 -0.138
C 1.9012 -5.3697 -1.7968 -0.245
C 1.8400 -5.7100 -0.2084 -0.240
C 1.0448 -4.5340 0.5826 -0.206
C 2.1094 -3.7184 1.5046 -0.209
C 1.8528 -2.1447 1.2623 -0.227
C 0.4616 -1.6244 1.8922 -0.199
C 0.6132 0.0044 2.0344 -0.186
C -0.7869 0.7826 2.1348 -0.128
C -1.4934 1.1018 0.6909 -0.283
C -2.1596 -0.1973 -0.0023 -0.144
C -3.0706 -1.0518 1.0647 -0.199
C -4.3390 -0.2335 1.6275 -0.185
C -4.4755 -0.6150 3.2207 -0.212
C -4.2799 0.6549 4.1972 -0.224
C -3.7193 0.2718 5.6760 -0.260
C -2.3149 1.0168 6.0372 -0.151
O -0.6870 1.9285 -0.1773 -0.121
C 0.1656 1.1809 -1.0762 -0.245
N -0.4502 0.9579 -2.4521 -0.281
C -1.4574 2.0107 -2.7748 -0.236
C -1.9747 1.7638 -4.3024 -0.242
C -3.0435 0.5562 -4.3190 -0.153
C 1.6062 2.0457 -1.1284 -0.256
O 1.3877 3.2878 -0.3818 -0.065
C 2.1891 3.3227 0.8185 -0.222
N 3.1980 3.4513 1.5104 0.115
O 2.1711 2.2031 -2.4537 -0.557
C 2.0338 3.5457 -2.9810 -0.238
C 3.2772 4.5382 -2.5806 -0.192
C 4.7142 3.8193 -2.6485 -0.627
C 5.8246 5.0215 -2.5420 -0.179
Cl 5.0643 2.7368 -1.1653 0.536
H 1.5035 -7.0169 -3.3572 0.067
H 2.3065 -7.6009 -1.7983 0.061
H 3.3425 -6.6536 -3.0794 0.068
H 0.8321 -5.0690 -2.1068 0.101
H 2.5903 -4.4867 -2.0443 0.114
H 2.9258 -5.8565 0.1650 0.106
H 1.3166 -6.7328 -0.0470 0.101
H 0.2227 -5.0407 1.2268 0.107
H 0.4718 -3.8458 -0.1566 0.106
H 3.1869 -3.9390 1.1299 0.103
H 2.0922 -4.0181 2.6128 0.107
H 1.8075 -1.9465 0.1264 0.119
H 2.7278 -1.5015 1.6802 0.119
H 0.2506 -2.0393 2.9597 0.122
H -0.3756 -1.9336 1.1739 0.079
H 1.3588 0.4282 1.2670 0.090
H 1.1351 0.1447 3.0697 0.119
H -1.5112 0.2911 2.8848 0.095
H -0.5515 1.8351 2.5798 0.123
H -2.4032 1.7736 0.9855 0.143
H -1.4162 -0.9549 -0.4339 0.098
H -2.8657 0.1380 -0.8660 0.117
H -2.3617 -1.4564 1.8685 0.077
H -3.4877 -1.9510 0.4530 0.119
H -4.2988 0.9009 1.4718 0.099
H -5.3482 -0.5842 1.1639 0.109
H -3.7083 -1.4118 3.5495 0.096
H -5.5181 -1.0818 3.4509 0.110
H -5.3425 1.0972 4.3771 0.108
H -3.6297 1.4989 3.7674 0.101
H -3.5358 -0.8526 5.8267 0.097
H -4.4536 0.5887 6.5236 0.100
H -1.4128 0.5827 5.4646 0.065
H -2.0812 0.8626 7.1669 0.069
H -2.4117 2.1662 5.8914 0.079
H 0.4728 0.1314 -0.7113 0.141
H -0.9452 0.0521 -2.4472 0.074
H -1.0175 3.0680 -2.7072 0.110
H -2.4025 1.9999 -2.1031 0.097
H -1.0515 1.3957 -4.9057 0.067
H -2.3583 2.7387 -4.7976 0.101
H -3.0886 0.1619 -5.4054 0.066
H -4.1181 0.8602 -4.0345 0.064
H -2.6776 -0.3302 -3.6731 0.067
H 2.3859 1.4316 -0.5182 0.146
H 1.0050 4.0356 -2.8018 0.122
H 2.1189 3.4409 -4.1393 0.110
H 3.2380 5.5252 -3.1988 0.119
H 3.1065 4.8447 -1.4773 0.103
H 4.8834 3.2321 -3.6331 0.124
H 5.7034 5.4656 -1.4833 0.072
H 5.6147 5.8654 -3.2918 0.070
H 6.9015 4.5969 -2.6174 0.073
Cl 1.3585 0.8945 -3.6840 0.181
```

* LUMO energy: 2.501 eV
* highest occupied orbital energy: -1.6462 eV
* max |F|: 11.131 eV Å⁻¹
* charge: -1
* Kohn-Sham gap: 0.152 Ha

Density functional theory data (ωB97M-V/def2-TZVPD) for 2 unconnected molecules or ions with the total composition C2H6OS2.

Structure (XYZ):
```
11
Properties=species:S:1:pos:R:3:lowdin_charge:R:1
C 0.4358 0.7807 -0.3807 -0.201
C 0.5900 -0.3266 0.7144 -0.572
S 0.8028 -2.0026 -0.0946 0.636
H -0.6193 0.7272 -0.8253 -0.044
H 0.4951 1.6893 0.2873 0.081
H 1.2496 0.7754 -1.1170 0.066
H -0.3611 -0.4650 1.3996 0.102
H 1.4325 -0.1749 1.3022 0.017
H 2.0296 -1.9953 -0.5662 -0.192
O -3.1790 0.1256 0.2330 -0.655
S -2.8758 0.8662 -0.9525 0.762
```

* LUMO energy (spin up / spin down): -1.483 / -1.460 eV
* energy relative to the best compared isomer or geometry (same formula, charge and spin): 50.25 kcal/mol
* highest occupied orbital energy (spin up / spin down): -8.9436 / -8.9595 eV
* max |F|: 3.304 eV Å⁻¹
* charge: 0
* SMILES: CCS.O=S
* Kohn-Sham gap (spin up / spin down): 0.274 / 0.276 Ha

Density functional theory data (ωB97M-V/def2-TZVPD) for 5 unconnected molecules or ions with the total composition C14H25N3O6.

Structure (XYZ):
```
48
Properties=species:S:1:pos:R:3:lowdin_charge:R:1
C -1.2779 -5.6215 -2.4443 -0.089
C -1.3714 -6.2221 -1.0545 -0.168
O -0.5533 -5.3637 -0.1191 0.002
C -0.8725 -5.4180 1.1598 -0.638
O -1.7103 -6.1339 1.6083 0.138
O -0.0487 -4.5264 1.7871 -0.072
C -0.2740 -4.2903 3.1854 -0.050
H -1.6736 -4.5993 -2.5167 0.076
H -1.8680 -6.1951 -3.1893 0.085
H -0.2069 -5.5739 -2.7396 0.082
H -1.0812 -7.2986 -1.0685 0.131
H -2.4263 -6.1987 -0.6930 0.127
H 0.0499 -5.1960 3.7229 0.092
H -1.3367 -4.2354 3.4171 0.090
H 0.3330 -3.4213 3.5474 0.105
C 0.7134 7.9256 0.3183 -0.062
C -0.1277 6.6865 0.0235 -0.208
O 0.6459 5.7158 -0.6704 0.039
C 0.1008 5.0200 -1.6431 -0.597
O -1.0180 5.1293 -2.0954 0.106
O 0.9735 4.1041 -2.1064 -0.007
C 0.4521 3.2825 -3.1448 -0.047
H 1.1620 8.2227 -0.6201 0.076
H 1.4677 7.7962 1.1058 0.079
H -0.0014 8.6861 0.6807 0.085
H -0.9612 6.9871 -0.6248 0.126
H -0.4169 6.1967 0.9401 0.125
H 1.0848 2.3495 -3.1915 0.112
H 0.4034 3.7845 -4.0495 0.068
H -0.5473 2.9683 -2.8376 0.092
C 2.4250 1.5396 1.8368 -0.072
C 1.0530 1.7551 2.3994 -0.245
N 0.0470 1.8819 2.9788 0.114
H 3.1376 1.8827 2.5636 0.072
H 2.5315 1.9886 0.8855 0.048
H 2.5499 0.4500 1.7205 0.064
C -1.8316 0.2516 0.4302 -0.069
C -1.8453 -1.1754 0.5065 -0.256
N -1.8488 -2.3192 0.6074 0.178
H -2.8183 0.6238 0.3292 0.074
H -1.1530 0.6812 -0.2784 0.058
H -1.4939 0.6319 1.3992 0.057
C 1.6800 -2.5921 -0.2841 -0.062
C 1.5696 -1.1755 -0.4516 -0.263
N 1.4687 -0.0378 -0.6915 0.151
H 0.7278 -3.0574 -0.5144 0.058
H 1.7407 -2.8769 0.8053 0.102
H 2.4465 -3.0129 -0.9304 0.091
```

* LUMO energy: 0.543 eV
* highest occupied orbital energy: -10.7216 eV
* max |F|: 3.210 eV Å⁻¹
* charge: 0
* SMILES: CCOC(=O)OC.CCOC(=O)OC.CC#N.CC#N.CC#N
* Kohn-Sham gap: 0.414 Ha